Entry 1:
The following is a DFT calculation (wB97M-V/def2-TZVPD) of 11 unconnected molecules or ions with the total composition C20H60ClO14 at a distorted geometry.

```
95
Properties=species:S:1:pos:R:3
Cl 0.16274 0.42199 -0.16484
O -0.82790 0.89497 0.79939
O 0.23352 -1.00418 -0.22390
O -0.24237 0.92278 -1.45631
O 1.45696 0.85416 0.27077
C -4.99628 8.04865 0.49060
C -4.27217 6.73145 0.82377
O -3.94371 6.28969 -0.49487
H -5.93547 7.82547 -0.01558
H -4.43782 8.69633 -0.18521
H -5.15192 8.67075 1.37200
H -4.88022 5.98434 1.33386
H -3.47392 6.93203 1.53837
H -3.43462 5.47858 -0.42744
C 1.22312 4.25652 6.53559
C 1.01645 3.06857 7.40107
O 0.97355 3.58493 8.74442
H 1.21456 3.95487 5.48820
H 2.14165 4.79124 6.77739
H 0.46899 5.04202 6.58454
H 1.91996 2.45917 7.42115
H 0.11223 2.50438 7.17265
H 0.83984 2.86269 9.36255
C -0.48652 -2.27960 -7.39893
C -0.53770 -1.10419 -8.37329
O -0.94474 -1.53633 -9.67525
H 0.09792 -3.07400 -7.86312
H -1.47844 -2.68000 -7.18950
H 0.00971 -1.99542 -6.47098
H 0.44824 -0.67161 -8.54328
H -1.11276 -0.23944 -8.04221
H -0.67524 -0.85083 -10.29093
C 3.71825 7.36347 0.49619
C 4.94699 6.51920 0.52391
O 6.10330 7.32182 0.56747
H 3.51170 7.94935 1.39183
H 2.86709 6.70620 0.31832
H 3.80680 8.09615 -0.30597
H 5.02943 5.85895 -0.33945
H 4.90955 5.80025 1.34232
H 6.85486 6.74777 0.40246
C 1.43721 -4.09181 6.91231
C 1.07409 -3.44793 5.57201
O -0.27634 -3.05821 5.49614
H 1.33393 -3.39742 7.74613
H 2.43944 -4.51950 6.88543
H 0.81433 -4.95366 7.15171
H 1.29327 -4.10076 4.72710
H 1.79023 -2.63905 5.42723
H -0.36284 -2.48920 4.72779
C -6.84722 1.80718 -4.19019
C -8.06175 2.49030 -3.67689
O -8.94275 1.51775 -3.10485
H -6.23224 2.48544 -4.78167
H -7.00105 0.93830 -4.83009
H -6.27286 1.57960 -3.29217
H -8.62219 3.04453 -4.42977
H -7.84451 3.16717 -2.85059
H -9.55086 1.92626 -2.48444
C -0.32671 -8.83685 0.61206
C -1.21174 -9.66458 1.53648
O -0.59681 -10.93090 1.77728
H 0.10008 -9.34225 -0.25428
H 0.47929 -8.49998 1.26396
H -0.80399 -7.90761 0.30093
H -2.18336 -9.82351 1.06874
H -1.32831 -9.13418 2.48157
H -1.16483 -11.44857 2.35258
C -5.59646 -4.58380 0.47866
C -5.93068 -3.39851 -0.43390
O -7.10340 -3.65128 -1.11112
H -5.54330 -5.49208 -0.12160
H -6.35352 -4.63937 1.26089
H -4.66317 -4.50120 1.03565
H -5.08799 -3.17533 -1.08825
H -6.11838 -2.47392 0.11200
H -7.37796 -2.78534 -1.42155
C 7.53838 -3.36530 2.51614
C 7.54250 -2.71673 1.16249
O 6.38482 -3.11714 0.49563
H 7.85700 -4.40726 2.54588
H 6.54029 -3.33374 2.95308
H 8.20871 -2.85208 3.20560
H 8.34139 -3.05262 0.50139
H 7.44860 -1.63565 1.26519
H 5.64428 -2.59936 0.81981
C 6.30570 1.52238 -4.96836
C 4.83963 1.31407 -5.40138
O 4.15722 2.54093 -5.33872
H 6.27296 1.86931 -3.93556
H 6.79514 2.27830 -5.58247
H 6.78421 0.54362 -5.00258
H 4.43729 0.58968 -4.69323
H 4.82885 0.90161 -6.41027
H 3.48079 2.34712 -4.68566
```

Results
net charge: -1
energy above the lowest of the compared OMol25 structures with the same formula, charge and spin: 50.5 kcal/mol
HOMO-LUMO gap: 8.13 eV
lowest unoccupied orbital energy: 2.12 eV

The computed Mulliken charges, all in e, follow:
1 Cl 1.596
2 O -0.663
3 O -0.645
4 O -0.646
5 O -0.644
6 C -1.050
7 C -0.162
8 O -0.516
9 H 0.261
10 H 0.289
11 H 0.352
12 H 0.259
13 H 0.269
14 H 0.298
15 C -1.110
16 C -0.079
17 O -0.533
18 H 0.347
19 H 0.288
20 H 0.300
21 H 0.225
22 H 0.279
23 H 0.282
24 C -0.972
25 C -0.187
26 O -0.530
27 H 0.268
28 H 0.268
29 H 0.334
30 H 0.237
31 H 0.286
32 H 0.297
33 C -1.026
34 C -0.159
35 O -0.527
36 H 0.281
37 H 0.329
38 H 0.278
39 H 0.256
40 H 0.269
41 H 0.299
42 C -1.045
43 C -0.182
44 O -0.539
45 H 0.278
46 H 0.335
47 H 0.287
48 H 0.274
49 H 0.266
50 H 0.327
51 C -0.982
52 C -0.137
53 O -0.534
54 H 0.319
55 H 0.298
56 H 0.255
57 H 0.244
58 H 0.245
59 H 0.292
60 C -1.024
61 C -0.153
62 O -0.523
63 H 0.306
64 H 0.253
65 H 0.334
66 H 0.266
67 H 0.251
68 H 0.290
69 C -1.021
70 C -0.189
71 O -0.523
72 H 0.265
73 H 0.265
74 H 0.344
75 H 0.265
76 H 0.275
77 H 0.319
78 C -0.873
79 C -0.223
80 O -0.525
81 H 0.253
82 H 0.261
83 H 0.312
84 H 0.231
85 H 0.254
86 H 0.310
87 C -0.963
88 C -0.274
89 O -0.521
90 H 0.250
91 H 0.300
92 H 0.313
93 H 0.315
94 H 0.236
95 H 0.343

Entry 2:
The following is a DFT calculation (wB97M-V/def2-TZVPD) of a molecular structure, C20H60F2O10S10Sn at a distorted geometry.

```
103
Properties=species:S:1:pos:R:3
Sn 11.84665 17.05551 4.89175
F 9.08912 18.36354 5.50826
F 13.90236 15.83601 6.55861
C 7.85663 17.27575 2.38706
S 8.56247 15.56643 2.73655
O 10.02900 15.72803 3.17497
C 7.57331 15.28430 4.20966
H 8.22110 17.53656 1.39346
H 8.37738 17.96889 3.04771
H 6.77449 17.36888 2.47864
H 6.49087 15.29330 4.08187
H 7.70637 16.06866 4.95476
H 7.79458 14.32180 4.67089
C 12.59829 19.59562 0.35823
S 11.03979 18.96914 1.07379
O 11.44555 17.82205 2.01418
C 10.77743 20.34202 2.22572
H 13.14177 18.83441 -0.20148
H 13.35590 19.87447 1.09060
H 12.33008 20.41244 -0.31181
H 10.70000 21.24055 1.61355
H 11.61169 20.31749 2.92680
H 9.87301 20.13768 2.79877
C 13.32892 12.72805 5.24082
S 12.70862 10.96934 4.96563
O 13.67012 10.08970 5.77011
C 11.18580 11.13033 5.99590
H 12.56907 13.50923 5.26312
H 13.98897 12.98143 4.41122
H 13.84147 12.79863 6.20020
H 11.32319 11.54062 6.99634
H 10.73245 10.13978 5.95865
H 10.48473 11.81474 5.51823
C 16.06720 19.57097 2.19582
S 14.85582 19.97787 3.52178
O 13.83865 18.81938 3.53503
C 16.05940 19.78059 4.91485
H 15.60516 19.57310 1.20860
H 16.53748 18.59161 2.28412
H 16.95559 20.18462 2.34516
H 16.86679 20.51137 4.86812
H 16.53304 18.79887 4.91090
H 15.47148 19.82741 5.83151
C 11.96283 19.84030 9.81642
S 13.23477 19.39015 8.58674
O 12.56047 19.10560 7.28310
C 14.05599 21.09741 8.33754
H 11.48260 20.67293 9.30242
H 12.45924 20.09728 10.75218
H 11.28002 18.99174 9.85902
H 13.74779 21.84670 9.06670
H 13.73978 21.35824 7.32754
H 15.13375 20.97154 8.44098
C 15.95649 14.67471 10.92755
S 14.21111 14.94251 11.44273
O 14.11147 16.27095 12.17788
C 13.58428 15.23576 9.73780
H 16.64164 14.83112 11.76074
H 16.16034 15.29473 10.05456
H 16.14727 13.60766 10.81309
H 12.49798 15.32529 9.74165
H 13.86222 14.40854 9.08468
H 14.02242 16.11133 9.25874
C 14.89541 14.34968 1.18674
S 14.02528 15.60613 2.19333
O 13.03462 14.72744 2.96949
C 15.40101 15.91445 3.35760
H 14.32880 13.94296 0.34910
H 15.18230 13.57148 1.89398
H 15.80815 14.82133 0.82266
H 15.06680 16.72061 4.01067
H 16.36265 16.15003 2.90169
H 15.53746 14.98147 3.90445
C 8.27551 14.22472 7.70296
S 10.03331 14.56348 7.56722
O 10.19708 14.61835 6.07599
C 10.03495 16.34072 8.13742
H 7.87143 14.25888 8.71471
H 8.04179 13.28178 7.20866
H 7.66802 14.93071 7.13672
H 9.52948 17.04457 7.47621
H 11.04408 16.74624 8.21029
H 9.60630 16.47464 9.13062
C 12.17350 15.19073 -2.64490
S 10.84427 16.37546 -2.17271
O 9.59020 15.95556 -2.88141
C 10.65459 15.76960 -0.41239
H 12.49453 15.61690 -3.59540
H 11.91958 14.13950 -2.78110
H 13.04294 15.20212 -1.98761
H 9.73310 16.17222 0.00814
H 11.51069 16.06836 0.19254
H 10.54472 14.68525 -0.42733
C 10.65801 12.50404 2.26597
S 10.93839 11.13906 1.06696
O 9.83344 11.27383 -0.01107
C 12.50640 11.79206 0.25301
H 9.76021 12.26625 2.83650
H 10.46550 13.46469 1.78828
H 11.51157 12.64750 2.92851
H 13.37098 11.81647 0.91635
H 12.44002 12.71909 -0.31647
H 12.72452 10.96980 -0.42848
```

Results
energy above the lowest of the compared OMol25 structures with the same formula, charge and spin: 0.0 kcal/mol
HOMO-LUMO gap: 8.01 eV
lowest unoccupied orbital energy: -0.40 eV

These are the Mulliken partial charges, in e, on atoms 1 to 99:
1 Sn 1.648
2 F -0.815
3 F -0.798
4 C -0.864
5 S 0.470
6 O -0.244
7 C -0.968
8 H 0.315
9 H 0.078
10 H 0.440
11 H 0.532
12 H 0.188
13 H 0.229
14 C -0.714
15 S 0.498
16 O -0.284
17 C -0.741
18 H 0.308
19 H -0.220
20 H 0.526
21 H 0.462
22 H -0.021
23 H 0.334
24 C -0.460
25 S 0.553
26 O -0.707
27 C -0.689
28 H 0.173
29 H -0.035
30 H 0.407
31 H 0.291
32 H 0.452
33 H 0.055
34 C -0.874
35 S 0.483
36 O -0.472
37 C -0.793
38 H 0.278
39 H 0.168
40 H 0.439
41 H 0.455
42 H 0.310
43 H 0.084
44 C -0.974
45 S 0.584
46 O -0.573
47 C -1.016
48 H 0.366
49 H 0.390
50 H 0.238
51 H 0.385
52 H 0.248
53 H 0.318
54 C -0.892
55 S 0.440
56 O -0.637
57 C -0.663
58 H 0.362
59 H 0.261
60 H 0.335
61 H 0.218
62 H 0.281
63 H 0.232
64 C -1.095
65 S 0.984
66 O -0.770
67 C -0.929
68 H 0.102
69 H 0.346
70 H 0.484
71 H 0.004
72 H 0.413
73 H 0.380
74 C -1.082
75 S 0.510
76 O -0.591
77 C -1.020
78 H 0.405
79 H 0.375
80 H 0.254
81 H 0.496
82 H -0.102
83 H 0.567
84 C -0.869
85 S 0.518
86 O -0.653
87 C -0.267
88 H 0.377
89 H 0.312
90 H 0.209
91 H 0.084
92 H -0.143
93 H 0.312
94 C 0.506
95 S 0.439
96 O -0.651
97 C -0.496
98 H 0.399
99 H -0.434

Which value of energy above the lowest of the compared OMol25 structures with the same formula, charge and spin does entry 1 give?
50.5 kcal/mol